124
Properties=species:S:1:pos:R:3:lowdin_charge:R:1 method="wB97M-V/def2-TZVPD" e_above_lowest_ev=0.2162 charge=-2 orbital_gap_ev=5.86 multiplicity=1
I -3.10141 4.98538 2.70513 -0.271
Rb -1.61302 2.18558 0.85861 0.906
S -5.88163 0.92404 3.77955 0.976
O -0.50690 0.72327 2.58707 -0.272
O -0.63767 -0.28621 -0.12579 -0.179
O -4.49308 3.73615 -0.71000 -0.125
O -1.94788 2.87922 -1.55468 -0.283
O 0.38534 3.94705 0.52718 -0.235
O -1.71536 1.97713 4.72524 -0.134
N -4.33022 1.28682 1.79731 -0.035
C -6.59158 1.24735 2.25921 -0.419
C -4.32922 1.02902 3.07088 -0.471
C -0.33905 0.09884 -4.16372 -0.199
C 4.87597 1.17972 -1.61984 -0.551
C 0.57959 3.46433 -2.57768 -0.078
C 0.70219 -1.28919 2.54040 -0.159
C 1.88868 2.31307 2.31515 -0.055
C 4.81955 -1.44935 4.88112 -0.060
C -1.73797 -1.01280 0.25314 -0.210
C 2.19566 2.49197 0.82053 -0.087
C 0.12071 -0.19380 -6.61071 -0.060
C -6.55137 -2.71317 0.66217 -0.068
C -4.05996 -1.50292 -0.07548 -0.001
C 1.68280 -1.17616 -4.93565 -0.060
C 3.08471 -1.23890 3.08839 -0.194
C 2.73411 2.48722 -1.89691 -0.008
C 0.21075 -0.85143 -5.22702 -0.562
C 4.38815 -1.92786 3.48936 -0.564
C 1.91419 -1.92609 2.79160 -0.020
C 5.80973 0.67062 -0.52752 -0.068
C -0.07835 5.17775 -0.03066 -0.079
C 4.24800 -3.44924 3.53412 -0.082
C -2.92342 -0.78871 -0.45957 -0.111
C 0.61699 0.12079 2.63647 -0.348
C 1.85861 0.84171 2.69019 -0.123
C 5.66038 2.15033 -2.51056 -0.056
C -2.87623 -2.50614 1.71528 -0.001
C 3.02227 0.15824 2.98891 -0.031
C 5.50413 -1.59412 2.49162 -0.065
C -0.20358 2.23494 -2.99472 -0.126
C -0.55274 -2.17345 -5.27572 -0.079
C -5.06946 -4.64459 1.18179 -0.055
C -0.51149 -2.16401 2.30021 -0.072
C 3.31579 1.84949 0.30186 0.022
C -5.58203 -2.92723 2.92531 -0.048
C -5.30571 -3.14976 1.43203 -0.551
C -1.43615 1.98399 -2.32378 -0.369
C -1.69965 -1.84394 1.38461 -0.095
C -1.98600 0.67541 -2.45139 -0.143
C 0.28873 1.32139 -3.90994 -0.014
C 0.44720 -1.00784 -0.69161 -0.023
C 1.39301 3.23431 -0.06500 -0.187
C -3.13366 0.25732 -1.55846 -0.073
C 4.42309 -0.02079 -2.46082 -0.042
C -4.06390 -2.36703 1.00430 -0.172
C -5.61285 1.41286 1.33344 -0.255
C 1.57820 3.12825 -1.46201 -0.092
C -1.45555 -0.20169 -3.38359 -0.016
C 3.64060 1.87372 -1.04511 -0.171
H 5.66981 -0.51844 2.42369 0.068
H -5.94232 -5.22661 1.49223 0.075
H 3.97445 -3.85458 2.55837 0.080
H 4.06076 -1.68810 5.62820 0.086
H -0.11868 -2.81665 -6.04658 0.075
H -4.88462 -4.83701 0.12311 0.085
H 2.67381 2.82014 2.88713 0.122
H 1.79298 -1.61595 -3.94274 0.083
H -0.49691 -2.70444 -4.32356 0.082
H 6.54078 1.64979 -2.92425 0.076
H -1.60863 -2.03097 -5.51302 0.081
H 2.88781 2.42950 -2.96908 0.105
H 5.24436 -1.95340 1.49386 0.081
H -0.38066 5.78924 0.81661 0.062
H 5.05696 2.51243 -3.34291 0.072
H 3.93831 1.30066 0.99376 0.091
H 0.94962 2.80242 2.57776 0.109
H 6.44986 -2.05939 2.78961 0.076
H 1.91220 -3.01219 2.77571 0.097
H -3.54535 1.16192 -1.09619 0.092
H 5.99292 3.02061 -1.94105 0.086
H -7.41842 -3.27106 1.02588 0.079
H 1.20620 1.57359 -4.43840 0.104
H -4.27021 4.11901 0.15218 -0.076
H -0.11613 4.24599 -2.29710 0.086
H 4.96571 -0.36875 4.89625 0.074
H 1.17214 3.82717 -3.42446 0.114
H 0.90687 -1.66656 0.04827 0.086
H 3.48848 -3.76598 4.25113 0.082
H -3.94687 -0.11488 -2.19223 0.120
H -5.74197 -1.86944 3.13554 0.051
H 2.29583 -0.27571 -4.96481 0.060
H -4.20279 -5.00098 1.74043 0.077
H -0.98401 -2.37299 3.26767 0.119
H 2.08597 -1.87630 -5.67488 0.077
H -5.74817 1.69030 0.29743 0.100
H -4.96470 -1.31107 -0.63871 0.105
H -6.47429 -3.48303 3.22833 0.079
H 5.76171 -1.92305 5.17710 0.073
H -0.94262 4.99117 -0.66930 0.076
H 0.53326 -0.85164 -7.38312 0.073
H 3.87106 -0.73470 -1.84640 0.090
H -4.75381 -3.26790 3.54622 0.075
H 6.15419 1.47691 0.12443 0.091
H 6.68672 0.20038 -0.98099 0.082
H 0.72982 5.64115 -0.60333 0.099
H -1.94057 -1.16898 -3.48046 0.109
H -7.65396 1.32946 2.10842 0.054
H -1.21146 1.54700 4.00131 -0.017
H 5.20027 -3.89964 3.82914 0.075
H 3.76252 0.29152 -3.26867 0.060
H 5.32250 -0.07547 0.09879 0.057
H -3.43344 0.94252 3.67336 0.062
H 0.67586 0.74522 -6.62976 0.074
H 0.10374 -1.57168 -1.56549 0.089
H -2.84950 -3.15012 2.58818 0.109
H -6.46066 -2.90468 -0.40871 0.081
H -3.63325 3.45904 -1.08436 -0.020
H 3.92710 0.74770 3.12804 0.109
H -1.99075 2.82896 4.35436 -0.076
H -6.74758 -1.64839 0.79983 0.078
H 1.16618 -0.25174 -1.00971 0.098
H -0.12684 -3.13797 1.96817 0.117
H -0.91643 0.03300 -6.86476 0.084
H 5.28280 -0.53730 -2.89969 0.082

137
Properties=species:S:1:pos:R:3:lowdin_charge:R:1 method="wB97M-V/def2-TZVPD" e_above_lowest_ev=0.0000 charge=+1 orbital_gap_ev=7.27 multiplicity=1
Zr 0.20672 -2.82997 0.11585 2.199
F 1.79195 0.86893 2.20159 0.174
F -3.97051 -2.77632 -3.14066 0.136
F -1.58195 5.68254 3.37224 0.058
F -3.25955 -1.24068 -4.39115 0.179
F 0.26715 0.37650 3.73653 0.126
F 4.11864 1.30748 -3.47581 0.064
F -0.04729 -0.39664 -5.04264 0.033
F -2.21847 -3.05124 -4.23826 0.177
F 0.10200 2.10236 2.43368 0.105
F 2.43479 3.82227 -0.97770 0.068
O -2.79250 -0.96869 -1.29486 -0.067
O -2.29926 0.57793 6.40211 0.085
O -0.66903 -1.31552 1.57448 -0.284
O -1.88263 -3.77213 0.83935 -0.118
O -4.33843 -3.70679 3.72925 0.051
O 1.68504 -2.48182 -1.80213 -0.076
O 0.32454 -4.02914 2.27644 -0.071
O 0.29798 -0.16311 0.05900 -0.172
O -1.14512 -2.36847 -1.63355 -0.321
O 2.26324 -2.44810 0.97539 -0.399
C -4.57249 0.97559 6.29562 -0.021
C 1.50151 0.76723 -1.85286 -0.056
C 1.33809 -2.77800 -4.10803 0.006
C 3.21347 3.90830 0.08208 -0.319
C -3.58917 0.19952 -1.60854 -0.276
C -0.35934 0.05258 1.35053 -0.263
C 3.42256 5.11769 0.73732 -0.017
C 5.93053 2.80077 -3.46585 -0.006
C -0.80641 0.55492 -5.63274 -0.287
C 4.88871 3.98504 2.28099 -0.086
C 1.29980 -5.35548 4.03646 0.007
C 7.54723 2.77440 -5.30973 -0.070
C 4.04357 -1.94442 2.61783 -0.063
C -2.72151 -5.74218 1.89386 0.014
C -1.23693 1.63528 -4.85647 -0.024
C -3.90864 -2.63768 4.13198 -0.462
C 6.90181 1.59371 -5.77880 -0.055
C -4.49956 0.48936 -0.54003 -0.091
C -2.92050 1.82495 4.46738 -0.012
C -2.58047 3.75968 0.44030 -0.074
C -4.20058 -4.09168 0.49620 0.012
C -3.50132 -2.53611 5.54461 -0.005
C -2.03415 -1.54123 -2.35664 -0.326
C 0.50344 1.01862 -0.71897 -0.212
C -1.51775 3.99138 -0.45939 -0.102
C -3.75094 -1.45703 3.19046 0.012
C 0.49974 0.79454 2.44883 -0.503
C 3.58710 -2.17329 1.17167 -0.398
C -2.09845 1.32362 -7.53829 -0.034
C -3.17006 1.08219 5.77664 -0.532
C 3.82957 2.77050 0.52814 -0.027
C 7.04699 3.30747 -4.12673 -0.086
C -2.09718 2.60987 -5.40543 -0.073
C 0.46043 -4.22152 3.47355 -0.441
C 5.27197 1.69399 -3.99895 -0.322
C -2.47298 2.48822 -6.75677 -0.062
C 4.66283 2.79446 1.63384 -0.081
C -0.19271 -3.36754 4.47462 0.017
C -1.51059 5.04980 2.17224 -0.249
C -2.90273 -4.46821 1.09918 -0.384
C -0.41357 5.28389 1.26655 0.014
C 3.70581 -2.46817 -3.04781 0.031
C -0.43642 4.76925 -0.04441 -0.076
C -2.84355 -2.14077 -3.53446 -0.602
C 4.24306 5.18499 1.86810 -0.049
C 2.18857 -2.51118 -2.90900 -0.426
C -1.21160 0.40976 -6.94311 -0.025
C -2.55578 4.24717 1.75898 -0.028
C 5.72591 1.11682 -5.13981 -0.028
H 2.18333 -4.98402 4.55559 0.096
H 2.47565 0.40583 -1.52340 0.068
H 1.59497 -2.02672 -4.85479 0.089
H 0.45415 5.75708 1.70192 0.102
H -3.01592 1.11667 -1.74385 0.111
H -4.19504 0.09714 -2.50884 0.125
H -1.03484 -3.88516 4.93398 0.089
H -2.61771 -6.56648 1.18825 0.105
H 4.14071 -2.97682 -2.18744 0.091
H 1.17004 0.03317 -2.58728 0.053
H 2.93820 6.03346 0.43207 0.112
H -3.13344 3.27064 -7.10028 0.094
H -2.42737 1.13586 -8.54970 0.101
H -4.23950 -3.01629 0.32257 0.083
H -3.47886 1.40492 3.63078 0.068
H -0.83858 -0.44316 -7.49064 0.116
H 0.82634 1.89538 -0.15759 0.105
H 0.51475 -2.97347 5.20420 0.113
H -1.83745 1.79639 4.34777 0.071
H 7.45085 4.22142 -3.71687 0.104
H 1.66405 -6.07172 3.29996 0.085
H -4.62302 -0.80493 3.23875 0.092
H -5.04128 -0.41579 -0.26556 0.088
H -1.90518 -5.73177 2.61607 0.079
H 5.29922 0.24393 -5.61142 0.108
H 4.03167 -1.43104 -3.12710 0.085
H 1.61971 -3.69490 -4.62582 0.107
H -4.36030 -4.60708 -0.45088 0.112
H -0.50753 -2.47444 3.93484 0.081
H -3.40981 3.17101 0.07689 0.082
H -3.62937 -5.90160 2.47564 0.084
H -0.46258 1.29522 -1.14133 0.103
H 1.61922 1.64817 -2.48389 0.078
H 3.72671 -1.01387 3.08875 0.065
H -4.98458 -4.40025 1.18774 0.092
H -4.43148 -2.68183 6.09385 0.105
H -5.21784 0.63596 5.48551 0.077
H 4.12307 -3.02028 0.74335 0.103
H 5.43313 3.30833 -2.65259 0.111
H 8.38640 3.16157 -5.86856 0.101
H 3.81968 -1.34407 0.50353 0.101
H -2.90859 -0.82644 3.47490 0.066
H 0.36653 4.81661 -0.76512 0.090
H 0.68268 -6.04384 4.61390 0.094
H -0.74410 1.81254 -3.91196 0.095
H -2.25330 3.49855 -4.81191 0.100
H -2.80076 -3.29900 5.88416 0.081
H 0.26850 -2.66635 -3.93025 0.065
H -3.97792 0.94188 0.30330 0.066
H 5.12404 -2.05623 2.70819 0.073
H 3.51864 1.86393 0.03028 0.102
H -4.70281 0.21770 7.06810 0.083
H -3.61740 -1.84214 2.17955 0.065
H 5.16358 1.92647 2.03665 0.107
H -1.34046 -0.79639 -2.74668 0.139
H 3.70567 -2.76443 3.25149 0.058
H -3.13633 -1.52986 5.75040 0.057
H -1.68012 3.63131 -1.46457 0.089
H 7.23237 1.14559 -6.70417 0.098
H 4.47323 6.07476 2.43531 0.104
H -1.23873 0.69081 1.26429 0.154
H -3.40016 4.01297 2.39030 0.104
H -4.90581 1.89587 6.77529 0.093
H -3.18685 2.87230 4.60952 0.085
H 4.02936 -3.03311 -3.92202 0.090
H 5.54600 4.01145 3.13754 0.101
H -5.29209 1.14814 -0.89500 0.097

What energy values result from the calculations? In sequence: -85240.806, -100823.930 eV.